74
Properties=species:S:1:pos:R:3:mulliken_spin:R:1 method="wB97M-V/def2-TZVPD" spin_multiplicity=6 largest_force_ha_per_bohr=0.01407 homo_lumo_gap_ev="5.0 / 5.3" de_lowest_kj_mol=28.4 total_charge=-2 s_squared=8.7990 e_homo_ev="-1.2 / -2.4"
Ru -1.404 -0.528 0.526 1.825
Te -4.038 0.802 0.802 0.254
Te -6.926 1.763 0.259 1.590
Te -6.554 -2.370 2.298 0.941
Te -4.013 -1.733 1.687 0.215
C 0.950 4.117 -1.852 0.001
C 0.276 4.181 -0.505 -0.009
C 0.137 5.431 0.096 0.001
C -0.489 5.587 1.324 0.002
C -0.994 4.478 1.983 -0.009
C -0.872 3.227 1.399 0.019
C -0.240 3.059 0.164 -0.048
P -0.184 1.306 -0.385 0.082
C -0.278 1.319 -2.217 -0.009
C 0.687 0.613 -2.939 0.019
C 0.599 0.471 -4.313 -0.008
C -0.467 1.041 -4.993 0.014
C -1.434 1.732 -4.283 -0.008
C -1.371 1.871 -2.898 0.018
C -2.497 2.599 -2.210 0.012
C 1.530 0.816 -0.019 0.002
C 2.619 1.671 0.121 -0.006
C 3.851 1.173 0.515 -0.001
C 3.982 -0.186 0.781 0.002
C 2.898 -1.036 0.648 -0.008
C 1.650 -0.555 0.247 0.081
C 0.454 -1.437 0.069 -0.064
H 1.625 4.967 -1.970 0.001
H 0.216 4.154 -2.660 0.000
H 1.520 3.201 -1.992 0.002
H 0.535 6.301 -0.416 0.000
H -0.581 6.575 1.760 0.000
H -1.492 4.579 2.938 0.000
H -1.275 2.352 1.900 0.003
H 1.524 0.171 -2.413 0.005
H 1.358 -0.088 -4.847 0.000
H -0.553 0.937 -6.068 0.002
H -2.280 2.165 -4.807 0.000
H -3.428 2.040 -2.322 -0.002
H -2.640 3.589 -2.651 0.002
H -2.335 2.729 -1.144 0.003
H 2.500 2.736 -0.038 -0.001
H 4.693 1.842 0.647 0.000
H 4.932 -0.581 1.123 -0.001
H 2.999 -2.090 0.879 0.001
H 0.595 -2.398 0.570 -0.091
H 0.383 -1.651 -1.007 -0.002
F -0.264 -4.900 0.936 0.004
B -0.201 -6.293 1.060 0.000
F -1.496 -6.806 0.653 0.000
F 0.745 -6.814 0.157 0.000
F 0.069 -6.696 2.358 0.000
S -0.972 -0.402 2.785 0.106
C 0.734 -0.461 3.255 0.001
C 1.323 -1.692 3.553 -0.002
C 2.619 -1.756 4.043 0.003
C 3.354 -0.594 4.238 0.003
C 2.784 0.633 3.925 0.002
C 1.486 0.699 3.439 0.025
H 0.747 -2.597 3.396 -0.002
H 3.055 -2.722 4.269 0.000
H 4.368 -0.645 4.619 0.001
H 3.354 1.546 4.053 0.000
H 1.042 1.657 3.195 -0.007
N -1.319 -5.744 -1.986 0.002
C -1.870 -4.569 -1.614 -0.003
N -2.734 -4.580 -0.594 0.001
N -1.562 -3.494 -2.341 0.001
C -1.891 -2.339 -1.840 0.000
N -2.127 -1.274 -1.428 0.023
H -1.280 -6.458 -1.267 0.000
H -0.470 -5.634 -2.514 0.000
H -2.605 -5.315 0.092 -0.001
H -3.052 -3.691 -0.231 0.013



15
Properties=species:S:1:pos:R:3:mulliken_charge:R:1 method="wB97M-V/def2-TZVPD" largest_force_ha_per_bohr=0.10294 homo_lumo_gap_ev=10.3 de_lowest_kj_mol=193.0 total_charge=0 smiles="NC(=O)[C@@H](N)CO" e_homo_ev=-9.5
N 2.082 0.825 0.424 -0.367
C 1.511 -0.173 -0.302 0.215
O 1.652 -0.577 -1.443 -0.581
C 0.055 -0.401 0.295 0.320
N -0.428 0.668 1.256 -0.744
C -0.915 -0.415 -0.891 -0.621
O -2.339 -0.176 -0.603 -0.567
H 3.052 0.817 0.334 0.249
H 1.708 0.960 1.401 0.302
H 0.259 -1.387 0.835 0.275
H -0.828 1.377 0.653 0.266
H -1.188 0.218 1.739 0.263
H -0.989 -1.367 -1.423 0.337
H -0.650 0.441 -1.430 0.348
H -2.983 -0.808 -0.845 0.306



16
Properties=species:S:1:pos:R:3:mulliken_charge:R:1 method="wB97M-V/def2-TZVPD" largest_force_ha_per_bohr=0.08075 homo_lumo_gap_ev=8.3 de_lowest_kj_mol=23.7 total_charge=0 e_homo_ev=-8.7
C 1.603 -0.650 0.788 -1.376
C 0.282 -0.690 -1.389 -1.258
C 0.265 -0.666 0.110 0.334
C -0.713 0.980 0.618 -0.559
N -1.847 1.086 -0.212 -0.625
I 0.607 2.631 0.248 0.018
I -3.435 -0.131 0.294 0.097
H 1.984 -1.670 0.850 0.394
H 1.542 -0.256 1.802 0.351
H 2.319 -0.054 0.225 0.324
H 0.962 0.065 -1.781 0.299
H -0.713 -0.507 -1.790 0.357
H 0.615 -1.667 -1.738 0.382
H -0.417 -1.399 0.537 0.386
H -0.858 0.891 1.693 0.512
H -2.197 2.039 -0.256 0.365



142
Properties=species:S:1:pos:R:3:mulliken_charge:R:1 method="wB97M-V/def2-TZVPD" largest_force_ha_per_bohr=0.01454 homo_lumo_gap_ev=9.3 de_lowest_kj_mol=0.0 total_charge=0 smiles="[H]/N=C(/C)C[Si@@](CCCN)(CCCCCCOC(C)=O)COO.ClCCCl.ClCCCl.ClCCCl.ClCCCl.ClCCCl.ClCCCl.ClCCCl.ClCCCl.ClCCCl.ClCCCl.ClCCCl" e_homo_ev=-9.0
H -6.285 0.850 0.391 0.268
N -6.621 -0.002 -0.059 -0.817
C -5.653 -0.794 -0.313 0.562
C -5.961 -2.114 -0.967 -1.523
C -4.195 -0.529 0.007 0.537
Si -3.500 1.088 -0.709 -0.987
C -2.961 2.251 0.672 0.451
C -4.068 2.782 1.605 -0.819
C -4.488 1.817 2.724 0.310
N -4.652 2.525 4.005 -0.635
C -1.981 0.786 -1.768 0.162
C -2.044 -0.406 -2.767 -0.353
C -0.840 -1.369 -2.676 -1.100
C -1.098 -2.612 -1.815 -0.926
C -0.964 -2.341 -0.310 0.366
C 0.408 -2.685 0.260 -0.772
O 0.342 -3.136 1.618 -0.357
C -0.323 -2.376 2.520 0.700
C -0.113 -0.883 2.494 -0.519
O -1.008 -2.918 3.354 -0.616
C -4.799 1.985 -1.741 -0.667
O -5.308 1.078 -2.708 -0.212
O -6.633 1.520 -3.078 -0.462
H -5.391 -2.910 -0.479 0.357
H -5.681 -2.100 -2.023 0.308
H -7.019 -2.347 -0.854 0.416
H -4.041 -0.599 1.086 0.731
H -3.612 -1.343 -0.435 -0.276
H -2.251 1.671 1.277 0.186
H -2.386 3.064 0.223 -0.549
H -3.700 3.678 2.111 0.424
H -4.933 3.103 1.015 0.279
H -5.400 1.270 2.449 0.209
H -3.711 1.059 2.855 -0.094
H -4.563 1.848 4.755 0.301
H -5.609 2.850 4.091 0.004
H -1.844 1.708 -2.339 -0.328
H -1.108 0.712 -1.112 0.469
H -2.041 0.023 -3.769 0.447
H -2.966 -0.975 -2.623 0.233
H -0.567 -1.681 -3.687 0.479
H 0.013 -0.819 -2.264 0.354
H -2.113 -2.966 -2.016 0.408
H -0.396 -3.399 -2.102 0.448
H -1.701 -2.946 0.230 0.345
H -1.211 -1.301 -0.085 -0.212
H 1.092 -1.836 0.183 0.150
H 0.839 -3.506 -0.313 0.395
H 0.195 -0.496 1.526 0.201
H 0.648 -0.630 3.233 0.389
H -1.048 -0.404 2.786 0.016
H -5.606 2.416 -1.143 0.407
H -4.302 2.831 -2.240 0.596
H -7.169 0.823 -2.670 0.336
Cl -3.885 -0.186 6.687 -0.197
C -3.381 -1.896 6.588 -0.305
C -3.952 -2.712 7.716 -0.191
Cl -3.248 -2.280 9.299 -0.208
H -2.298 -1.921 6.564 0.396
H -3.749 -2.278 5.639 0.060
H -3.731 -3.764 7.546 0.355
H -5.029 -2.582 7.777 0.047
Cl -7.131 -1.515 4.873 -0.116
C -6.974 -3.288 4.822 -0.515
C -7.870 -3.974 5.822 -0.412
Cl -7.371 -3.663 7.506 -0.173
H -5.929 -3.535 4.995 0.228
H -7.247 -3.606 3.817 0.378
H -7.825 -5.051 5.670 0.309
H -8.902 -3.647 5.720 0.331
Cl 3.345 -0.524 0.764 -0.165
C 3.840 -2.117 1.408 -0.481
C 5.329 -2.321 1.313 -0.413
Cl 5.882 -2.461 -0.372 -0.170
H 3.295 -2.879 0.857 0.252
H 3.531 -2.153 2.451 0.380
H 5.603 -3.247 1.816 0.273
H 5.871 -1.497 1.772 0.362
Cl -0.550 3.305 -4.421 -0.256
C 0.346 4.647 -3.654 0.206
C 0.762 4.329 -2.244 -0.604
Cl -0.620 4.214 -1.119 -0.220
H -0.286 5.530 -3.695 0.392
H 1.235 4.824 -4.257 -0.225
H 1.407 5.125 -1.877 0.443
H 1.299 3.385 -2.189 0.182
Cl 3.259 2.807 -5.950 -0.161
C 4.656 3.053 -4.862 -0.369
C 4.261 3.832 -3.636 0.016
Cl 3.845 5.524 -4.038 -0.197
H 5.435 3.563 -5.422 0.365
H 5.016 2.068 -4.575 0.216
H 5.084 3.862 -2.927 0.086
H 3.401 3.381 -3.147 0.072
Cl 5.925 1.377 -1.805 -0.170
C 7.279 1.675 -0.683 -0.029
C 6.821 2.459 0.519 -0.508
Cl 6.340 4.128 0.098 -0.176
H 8.058 2.190 -1.239 -0.079
H 7.653 0.703 -0.367 0.339
H 7.622 2.529 1.252 0.360
H 5.960 1.982 0.980 0.274
Cl 8.276 -4.295 1.991 -0.176
C 8.250 -6.011 1.496 -0.498
C 7.438 -6.241 0.249 -0.338
Cl 5.698 -5.967 0.527 -0.156
H 7.861 -6.586 2.333 0.321
H 9.283 -6.303 1.315 0.340
H 7.549 -7.270 -0.074 0.207
H 7.748 -5.584 -0.560 0.307
Cl 0.972 6.187 -7.084 -0.183
C 0.745 4.545 -7.745 -0.027
C -0.182 4.528 -8.931 -0.496
Cl -1.863 4.916 -8.480 -0.192
H 0.372 3.919 -6.939 0.027
H 1.729 4.186 -8.043 0.237
H -0.190 3.530 -9.366 0.317
H 0.131 5.241 -9.690 0.335
Cl -10.659 2.792 6.548 -0.182
C -9.121 3.513 7.087 -0.443
C -8.424 4.259 5.979 -0.447
Cl -7.828 3.158 4.708 -0.180
H -8.498 2.713 7.478 0.319
H -9.357 4.205 7.894 0.301
H -7.556 4.781 6.379 0.269
H -9.084 4.981 5.508 0.337
Cl 5.558 -6.219 -3.847 -0.166
C 4.743 -7.804 -3.895 -0.431
C 4.544 -8.375 -2.515 -0.379
Cl 6.091 -8.823 -1.752 -0.191
H 5.340 -8.467 -4.516 0.312
H 3.774 -7.653 -4.368 0.291
H 3.941 -9.280 -2.572 0.333
H 4.052 -7.662 -1.859 0.240
Cl 10.079 3.203 -3.609 -0.188
C 10.679 4.731 -2.908 -0.475
C 11.163 4.545 -1.493 -0.493
Cl 9.811 4.164 -0.395 -0.148
H 9.870 5.455 -2.956 0.313
H 11.500 5.074 -3.535 0.336
H 11.622 5.465 -1.135 0.323
H 11.888 3.739 -1.423 0.318



104
Properties=species:S:1:pos:R:3:mulliken_charge:R:1 method="wB97M-V/def2-TZVPD" largest_force_ha_per_bohr=0.25888 homo_lumo_gap_ev=8.6 de_lowest_kj_mol=84.5 total_charge=0 e_homo_ev=-9.0
C -3.405 0.162 2.677 -1.091
C -2.885 -1.266 2.378 0.158
O -3.278 -1.723 1.101 -0.646
H -2.728 0.769 2.096 -0.120
H -3.361 0.327 3.770 0.422
H -4.388 0.183 2.381 0.582
H -3.237 -1.889 3.233 0.556
H -1.801 -1.214 2.459 -0.212
H -3.284 -2.679 1.170 0.314
C 3.403 1.800 -1.104 -0.351
C 3.677 3.251 -1.210 -0.726
O 4.127 3.696 -0.005 -0.578
H 2.491 1.561 -0.535 -0.675
H 4.155 1.232 -0.612 0.589
H 3.189 1.371 -2.014 0.583
H 2.700 3.695 -1.497 0.318
H 4.375 3.442 -2.027 0.409
H 4.366 4.601 -0.133 0.306
C 1.352 4.046 4.836 0.372
O 1.349 2.821 5.448 -0.627
N 1.808 5.108 5.441 -0.389
N 1.020 4.213 3.595 -0.524
H 2.051 4.943 6.421 0.293
H 1.860 6.076 5.101 0.196
H 0.252 3.599 3.258 0.263
H 1.538 4.916 2.991 0.295
C -3.191 -3.499 -2.300 0.744
O -4.509 -3.371 -2.085 -0.782
N -2.373 -3.245 -1.371 -0.070
N -2.709 -3.777 -3.425 -0.316
H -2.755 -3.172 -0.393 -0.045
H -1.448 -2.963 -1.442 -0.458
H -1.682 -3.759 -3.551 0.258
H -3.222 -4.150 -4.192 0.241
C 0.380 -3.349 -3.088 0.668
O 1.173 -4.424 -2.593 -0.828
N -0.144 -3.508 -4.216 -0.246
N 0.197 -2.271 -2.437 0.396
H -0.136 -4.423 -4.795 0.344
H -0.871 -2.862 -4.684 0.237
H 0.463 -2.193 -1.400 -0.513
H -0.339 -1.512 -2.956 0.129
C 0.028 -0.044 0.742 -2.491
O -0.415 -0.730 -0.401 2.771
N 0.591 -0.636 1.758 0.738
N 0.254 1.271 0.787 1.165
H 0.450 -1.657 1.531 -0.120
H 1.375 -0.332 2.411 0.383
H 0.044 1.975 -0.022 -0.114
H 1.057 1.592 1.402 0.041
C 0.095 2.265 -2.276 -0.349
O 0.946 3.103 -3.064 -0.754
N 0.248 0.918 -2.329 0.727
N -0.754 2.607 -1.377 -0.051
H 0.934 0.670 -2.990 0.415
H 0.125 0.193 -1.526 -0.871
H -0.812 3.657 -1.102 0.333
H -1.505 2.011 -1.108 0.412
C 3.026 1.353 2.488 0.005
O 4.313 1.156 2.035 -0.714
N 2.380 0.509 3.227 -0.279
N 2.435 2.372 2.026 -0.299
H 2.953 -0.344 3.698 0.347
H 1.569 0.839 3.713 0.374
H 2.946 2.965 1.296 0.229
H 1.932 2.978 2.751 0.252
C 3.430 -1.815 -0.260 0.508
O 3.817 -1.443 0.958 -0.685
N 2.576 -1.116 -0.893 0.411
N 3.784 -2.895 -0.923 -0.322
H 2.448 -0.272 -0.384 -0.795
H 2.111 -1.334 -1.749 0.402
H 4.510 -3.452 -0.401 0.321
H 3.424 -3.134 -1.852 0.161
C -1.006 1.867 3.991 -0.089
O -1.470 2.483 5.197 -0.756
N -0.381 0.736 3.938 0.090
N -0.959 2.505 2.878 -0.459
H -0.485 0.162 4.704 0.150
H -0.124 0.191 3.084 0.005
H -1.382 3.372 2.687 0.274
H -0.523 2.061 1.967 0.726
C -1.181 -0.702 -5.070 0.372
O -0.237 -0.065 -5.816 -0.745
N -1.827 -1.753 -5.481 -0.417
N -1.364 -0.479 -3.795 -0.137
H -1.808 -1.980 -6.438 0.211
H -2.597 -2.193 -4.902 0.377
H -0.812 0.224 -3.214 0.208
H -2.372 -0.640 -3.363 0.350
C -3.543 0.722 -1.687 0.121
O -4.213 1.757 -2.282 -0.793
N -3.485 -0.450 -2.230 -0.172
N -2.738 0.886 -0.656 0.116
H -4.310 -0.648 -2.836 0.298
H -3.046 -1.262 -1.769 -0.354
H -2.949 1.773 -0.186 0.378
H -2.322 0.079 -0.227 -1.106
C -0.157 -3.799 1.752 -0.685
O 0.472 -3.139 0.693 -0.399
H -1.149 -3.297 1.804 -0.006
H 0.324 -3.657 2.712 0.294
H -0.124 -4.840 1.523 0.380
H 1.276 -3.679 0.532 0.141



84
Properties=species:S:1:pos:R:3:mulliken_charge:R:1 method="wB97M-V/def2-TZVPD" largest_force_ha_per_bohr=0.02179 homo_lumo_gap_ev=7.4 de_lowest_kj_mol=62.0 total_charge=0 e_homo_ev=-7.6
Ir 0.962 1.546 0.838 3.386
S 1.507 1.725 3.079 -0.614
C 3.124 1.630 2.480 0.591
C 4.337 1.596 3.164 -0.740
C 5.496 1.576 2.420 -0.279
C 5.432 1.602 1.028 -0.903
C 4.196 1.611 0.418 -0.507
N 3.066 1.607 1.136 0.132
H 4.345 1.586 4.245 0.478
H 6.457 1.544 2.917 0.408
H 6.329 1.602 0.426 0.488
H 4.066 1.622 -0.653 0.633
Br 2.586 1.303 -7.175 -0.189
C 1.324 1.286 -5.765 -0.064
C -0.031 1.291 -6.059 -0.288
N -0.967 1.265 -5.114 -0.661
C -0.568 1.253 -3.846 -0.391
C 0.769 1.263 -3.463 0.417
C 1.742 1.272 -4.449 -0.411
C 1.160 1.279 -2.018 -0.418
O 0.208 1.486 -1.177 -0.598
O 2.331 1.094 -1.678 -1.075
H -0.367 1.319 -7.088 0.380
H -1.338 1.226 -3.085 0.718
H 2.788 1.270 -4.175 0.583
Cl 0.147 4.703 1.652 -0.237
C 1.170 3.593 0.633 -1.256
H 2.190 3.877 0.881 0.374
H 0.967 3.895 -0.397 0.517
S -5.545 2.233 1.887 -0.125
C -3.793 2.043 1.609 0.029
C -3.105 2.885 0.755 -0.916
C -1.761 2.665 0.522 -0.677
N -1.077 1.670 1.105 0.317
C -1.745 0.868 1.944 -0.326
C -3.088 1.018 2.222 -0.577
C -6.102 1.434 0.388 0.368
C -6.398 2.174 -0.746 -0.136
C -6.841 1.500 -1.876 -0.432
N -7.002 0.182 -1.933 -0.583
C -6.714 -0.516 -0.837 -0.483
C -6.265 0.057 0.343 -0.146
H -3.602 3.708 0.260 0.413
H -1.214 3.265 -0.184 0.755
H -1.180 0.078 2.406 0.430
H -3.574 0.330 2.900 0.592
H -6.287 3.250 -0.752 0.406
H -7.080 2.052 -2.779 0.364
H -6.854 -1.589 -0.902 0.393
H -6.046 -0.555 1.207 0.384
C -1.265 -2.108 -2.968 -0.664
C -1.947 -1.717 -1.822 -1.001
C -1.245 -1.405 -0.671 -0.189
C 0.149 -1.492 -0.633 0.098
C 0.821 -1.883 -1.784 -0.516
C 0.117 -2.187 -2.944 -0.654
P 0.996 -0.942 0.902 1.720
C 2.622 -1.783 0.829 0.810
C 2.939 -2.840 1.684 -1.109
C 4.172 -3.470 1.599 -0.758
C 5.104 -3.057 0.660 -0.822
C 4.798 -2.006 -0.192 -1.060
C 3.572 -1.366 -0.102 -0.089
C 0.136 -1.962 2.161 0.237
C -0.440 -3.188 1.824 -0.340
C -1.069 -3.959 2.790 -0.797
C -1.126 -3.520 4.106 -0.669
C -0.533 -2.317 4.456 -0.826
C 0.097 -1.544 3.490 -0.500
H -1.810 -2.349 -3.871 0.399
H -3.028 -1.650 -1.827 0.527
H -1.794 -1.090 0.209 0.464
H 1.899 -1.958 -1.792 0.394
H 0.659 -2.484 -3.833 0.433
H 2.228 -3.178 2.425 0.339
H 4.398 -4.292 2.266 0.459
H 6.065 -3.551 0.593 0.404
H 5.517 -1.680 -0.933 0.470
H 3.341 -0.542 -0.761 0.559
H -0.396 -3.544 0.803 0.538
H -1.512 -4.906 2.512 0.439
H -1.626 -4.120 4.856 0.396
H -0.560 -1.974 5.483 0.461
H 0.568 -0.609 3.769 0.325